(1)
{
  "formula": "C8H9BrF3NOS",
  "method": "ωB97M-V/def2-TZVPD",
  "elements": ["Br", "S", "F", "F", "F", "O", "N", "C", "C", "C", "C", "C", "C", "C", "C", "H", "H", "H", "H", "H", "H", "H", "H", "H"],
  "positions_angstrom": [[-2.9638, -1.1427, -0.9328], [1.2314, -1.8666, 0.1953], [1.0129, 2.0677, -2.0521], [0.5789, 0.0409, -2.7724], [2.1578, 0.2321, -1.4466], [-1.1830, 1.2849, -0.6838], [0.6282, 2.7026, 0.6990], [0.0588, 0.5846, -0.5180], [0.7767, 1.2341, 0.7234], [-0.1350, 0.7679, 1.8597], [-1.2768, -1.7258, -0.3563], [0.2792, -3.3446, 0.2266], [-0.1545, -0.9608, -0.3465], [-1.0520, -3.1318, 0.0586], [0.9382, 0.7263, -1.6789], [-1.1316, 0.4504, 1.5047], [0.8687, -4.2871, 0.4183], [-0.3415, 1.5210, 2.6725], [1.2446, 3.1124, 0.0754], [-0.3244, 3.1049, 0.6155], [1.7256, 0.9190, 0.8212], [-1.4961, 1.6108, -1.5107], [-1.8047, -3.9262, 0.1230], [0.3624, 0.0259, 2.3050]],
  "nbo_charge": [0.095, 0.423, -0.341, -0.318, -0.317, -0.728, -0.831, 0.148, -0.057, -0.614, -0.129, -0.374, -0.251, -0.270, 0.956, 0.223, 0.249, 0.225, 0.360, 0.386, 0.207, 0.507, 0.246, 0.206],
  "charge": 0,
  "multiplicity": 1,
  "de_lowest_kcal_mol": 0.00,
  "orbital_gap_ev": 9.45,
  "homo_energy_ha": -0.327
}

=====

(2)
{
  "formula": "C8H9ClF2NP",
  "method": "ωB97M-V/def2-TZVPD",
  "elements": ["Cl", "P", "F", "F", "N", "C", "C", "C", "C", "C", "C", "C", "C", "H", "H", "H", "H", "H", "H", "H", "H", "H"],
  "positions_angstrom": [[-1.5625, 2.5025, 0.9752], [-1.6796, 0.5818, 1.2968], [0.2936, -0.3139, -1.4934], [4.7992, -0.4927, -0.2100], [-2.4435, -0.0067, -0.0005], [3.5073, -0.1782, 0.1245], [1.2314, -0.1132, -0.5465], [-2.6078, -1.4419, 0.1482], [0.9235, 0.3898, 0.6777], [2.5743, -0.3063, -0.9211], [1.8579, 0.5295, 1.6609], [-2.7442, 0.6853, -1.3311], [3.1864, 0.1908, 1.3865], [-3.5486, -1.7682, 0.4704], [-2.2476, 0.0270, -2.0074], [3.9410, 0.4035, 2.0975], [-1.6985, -1.7864, 0.6589], [-3.7522, 0.8158, -1.6601], [-2.3968, 1.7297, -1.2146], [3.0995, -0.5962, -1.7758], [1.5437, 0.9018, 2.5686], [-2.2766, -1.7538, -0.9047]],
  "nbo_charge": [-0.269, 1.052, -0.347, -0.341, -0.790, 0.402, 0.335, -0.431, -0.264, -0.357, -0.237, -0.406, -0.313, 0.212, 0.209, 0.224, 0.228, 0.206, 0.227, 0.238, 0.208, 0.214],
  "charge": 0,
  "multiplicity": 1,
  "de_lowest_kcal_mol": 12.66,
  "orbital_gap_ev": 7.98,
  "homo_energy_ha": -0.290
}

=====

(3)
{
  "formula": "C8H9ClMoO3",
  "method": "ωB97M-V/def2-TZVPD",
  "elements": ["Mo", "Cl", "O", "O", "O", "C", "C", "C", "C", "C", "C", "C", "C", "H", "H", "H", "H", "H", "H", "H", "H", "H"],
  "positions_angstrom": [[0.2381, 0.3680, 0.3820], [-0.2561, -2.0409, 3.0103], [-0.7315, 3.3601, 1.4166], [3.0965, 2.0695, -0.4775], [2.1863, -0.2471, 2.8951], [1.2668, -0.3696, 2.1764], [0.9713, -0.6272, -1.3856], [-2.3267, -1.5529, 0.2649], [-1.2247, 0.2307, -1.3382], [-0.6586, 2.2347, 1.0748], [-1.1923, -1.0030, -0.5418], [0.1200, 0.4680, -1.8186], [0.1503, -1.5795, -0.6521], [2.0505, -0.7275, -1.6622], [2.8376, 2.3187, 0.4581], [0.4421, 1.3059, -2.4835], [0.4555, -2.5509, -0.2249], [-1.8479, -1.9977, 1.1742], [-2.9457, -0.6872, 0.5842], [-2.9843, -2.3129, -0.2337], [2.4803, 2.5169, -1.0479], [-2.1275, 0.8237, -1.5707]],
  "mulliken_spin": [1.947, 0.149, 0.087, -0.005, 0.056, -0.066, -0.041, 0.011, 0.001, -0.067, -0.156, -0.014, 0.071, 0.012, 0.001, 0.014, 0.007, -0.004, 0.000, -0.005, 0.001, 0.002],
  "charge": 2,
  "multiplicity": 3,
  "orbital_gap_ev": [5.66, 5.54],
  "homo_energy_ha": [-0.661, -0.647]
}

=====

(4)
{
  "formula": "C8H9CuO5P",
  "method": "ωB97M-V/def2-TZVPD",
  "elements": ["Cu", "P", "O", "O", "O", "O", "O", "C", "C", "C", "C", "C", "C", "C", "C", "H", "H", "H", "H", "H", "H", "H", "H", "H"],
  "positions_angstrom": [[0.0000, 0.0000, 0.0000], [-0.9009, 0.2140, 2.2638], [1.1264, -0.1110, -2.8439], [1.9330, 2.2748, 0.6767], [2.0891, -2.0448, 0.9073], [-2.0890, 2.0448, -0.9071], [-1.9328, -2.2749, -0.6767], [-2.6765, -0.1787, 2.0542], [-1.2068, -1.4203, -0.4224], [1.3043, -1.2767, 0.5665], [0.7032, -0.0694, -1.7756], [-1.3042, 1.2768, -0.5664], [-1.2068, 1.4228, 3.6011], [0.1931, -0.8279, 3.2913], [1.2069, 1.4203, 0.4225], [-3.1755, -0.2660, 3.0417], [-0.2113, -0.9295, 4.3198], [-0.2455, 1.8774, 3.9187], [-2.8088, -1.1526, 1.5506], [0.2503, -1.8502, 2.8686], [-1.6872, 0.9392, 4.4773], [-1.8687, 2.2310, 3.2265], [1.2057, -0.3751, 3.3419], [-3.1760, 0.6196, 1.4690]],
  "mulliken_spin": [0.369, 0.377, -0.013, -0.007, -0.006, -0.007, -0.007, 0.028, 0.013, 0.011, 0.111, 0.022, 0.012, 0.022, 0.030, 0.014, 0.017, 0.001, -0.002, -0.001, 0.018, 0.000, 0.000, -0.002],
  "charge": 2,
  "multiplicity": 2,
  "orbital_gap_ev": [9.07, 7.40],
  "homo_energy_ha": [-0.647, -0.663]
}

=====

(5)
{
  "formula": "C8H9DyO8P",
  "method": "ωB97M-V/def2-TZVPD",
  "elements": ["Dy", "P", "O", "O", "O", "O", "O", "O", "O", "O", "C", "C", "C", "C", "C", "C", "C", "C", "H", "H", "H", "H", "H", "H", "H", "H", "H"],
  "positions_angstrom": [[-0.1357, -0.2908, 0.4810], [-1.2994, 1.7857, 1.8338], [-2.1821, 2.7639, 2.8428], [0.4718, -3.7039, 1.5951], [0.0398, 1.6583, 2.9964], [3.0364, 1.0967, 1.1944], [-2.8348, 1.3624, 0.7829], [-3.0124, -0.8309, -1.4708], [1.4638, -0.8652, -2.7184], [-0.2641, 2.8302, -1.3045], [-0.1582, 0.6831, 4.0190], [-1.9902, -0.6758, -0.9693], [2.0313, 0.6387, 0.8224], [0.3163, -2.6447, 1.1912], [-3.4138, 2.3378, 3.4562], [-0.1604, 1.8090, -0.7789], [0.9609, -0.6818, -1.6996], [-3.1123, 2.5283, 0.0149], [-3.2437, 2.4086, 4.5364], [-4.2327, 2.9914, 3.1928], [0.7853, 0.5636, 4.5355], [-4.1832, 2.6843, 0.1302], [-2.8724, 2.3364, -1.0401], [-2.5644, 3.4309, 0.3342], [-0.4992, -0.2884, 3.6300], [-0.9373, 1.0595, 4.7110], [-3.7119, 1.2933, 3.2461]],
  "mulliken_spin": [5.031, -0.013, -0.007, 0.001, 0.008, 0.002, 0.002, 0.004, 0.003, 0.000, -0.001, -0.006, -0.017, 0.009, -0.001, -0.009, -0.009, 0.000, -0.001, 0.000, 0.000, 0.000, 0.000, 0.001, 0.001, 0.000, 0.000],
  "charge": 3,
  "multiplicity": 6,
  "orbital_gap_ev": [6.43, 6.58],
  "homo_energy_ha": [-0.758, -0.759]
}

=====

(6)
{
  "formula": "C8H9FN2O2",
  "method": "ωB97M-V/def2-TZVPD",
  "elements": ["F", "O", "O", "N", "N", "C", "C", "C", "C", "C", "C", "C", "C", "H", "H", "H", "H", "H", "H", "H", "H", "H"],
  "positions_angstrom": [[-0.2843, 4.1599, 0.4613], [0.6398, -1.8039, -0.2217], [1.4741, -2.5315, -2.2309], [0.7569, -3.9957, -0.6769], [1.7327, 0.0991, -1.3277], [0.9670, -2.7415, -1.1369], [0.5727, 1.8804, 0.4516], [-2.2064, 1.0601, 0.8756], [-1.8289, 2.5267, 1.0177], [0.9384, -0.3934, -0.5005], [-1.2857, 0.1315, 0.5990], [-0.5928, 2.9277, 0.7573], [0.2514, 0.4975, 0.5784], [-2.6142, 3.1931, 1.2227], [2.1973, -0.5818, -1.8986], [0.8235, -4.6630, -1.4866], [-3.2918, 0.8585, 1.0456], [0.8932, 2.1906, -0.6559], [1.4199, 2.1640, 1.1935], [0.3004, -4.3058, 0.2146], [0.7717, 0.1559, 1.4765], [-1.6349, -0.8286, 0.2420]],
  "nbo_charge": [-0.309, -0.545, -0.652, -0.845, -0.652, 0.884, -0.479, -0.193, -0.370, 0.594, -0.190, 0.482, -0.345, 0.218, 0.392, 0.416, 0.219, 0.263, 0.234, 0.421, 0.238, 0.219],
  "charge": 0,
  "multiplicity": 1,
  "de_lowest_kcal_mol": 15.83,
  "orbital_gap_ev": 9.05,
  "homo_energy_ha": -0.311
}

=====

Number 1: electronic energy -3711.9930 hartree, M 304.13 g mol⁻¹. Number 2: electronic energy -1366.1739 hartree, M 223.59 g mol⁻¹. Number 3: electronic energy -1063.4949 hartree, M 284.55 g mol⁻¹. Number 4: electronic energy -2667.4920 hartree, M 279.67 g mol⁻¹. Number 5: electronic energy -2137.2497 hartree, M 426.63 g mol⁻¹. Number 6: electronic energy -670.0536 hartree, M 184.17 g mol⁻¹.